# C9H17N4O

A gas-phase ion, C9H17N4O (charge +1) in a non-equilibrium geometry (wB97M-V/def2-TZVPD, the Open Molecules 2025 dataset).

E_HOMO (spin up / spin down), eV: -10.794 / -10.793
Relative energy (zero: lowest compared OMol25 entry of this formula, charge and spin), kcal per mole: 57.2
SMILES string: CN1C[N@H+](C)C2=C(C1=O)N(C)CN2C
Gap between HOMO and LUMO (spin up / spin down), eV: 7.61 / 7.61
Max |F|, eV/Å: 6.0

ORCA input file:
```
! RIJCOSX wB97M-V def2-TZVPD def2/J DEFGRID3
* xyz 1 1
H 1.36996 3.89186 0.58400
N 2.06047 -0.30371 0.12915
O -2.12405 1.98143 0.24841
H 0.07178 -1.26662 2.35622
H -3.71328 -1.12853 0.22728
H -1.92155 -2.25082 -0.48290
H -0.03512 -3.00401 1.99273
H -4.08282 0.50841 -0.24714
C -3.39060 -0.35207 -0.43090
H 1.14144 3.47827 -0.91799
H 2.04587 -1.63642 -1.33498
C 0.04334 0.91382 0.24118
H 2.61426 -0.00187 -1.86479
C -0.42333 -2.00018 1.72374
N 1.01777 1.78971 0.10929
H 2.76783 1.35225 1.26909
C -1.29277 -1.42242 -0.67432
H -1.44970 -1.86111 1.83081
H 3.65791 -1.10502 -0.89506
H -3.67483 -0.63240 -1.39002
C 2.64401 -0.81058 -1.12391
H -0.25783 3.37403 0.20170
C 0.79625 3.17897 0.03224
N -1.97524 -0.19478 -0.18602
C 2.33545 1.10047 0.25201
C -1.42062 1.02832 0.17420
H 0.44916 -2.57464 0.01471
N -0.05822 -1.66378 0.24901
C 0.62444 -0.42061 0.15370
H 3.04710 1.43449 -0.52615
H -0.86710 -1.40247 -1.71527
*
```

Atomic partial charges in e from the natural (NBO) method, atoms 1 to 6:
1 H 0.22
2 N -0.44
3 O -0.53
4 H 0.25
5 H 0.20
6 H 0.22

=====

# C5H13NS

3 unconnected molecules or ions with the total composition C5H13NS in a non-equilibrium geometry (wB97M-V/def2-TZVPD, the Open Molecules 2025 dataset).

E_HOMO, eV: -8.473
Relative energy (zero: lowest compared OMol25 entry of this formula, charge and spin), kcal per mole: 91.7
SMILES string: CCC=S.C=C.N
Gap between HOMO and LUMO, eV: 8.44
Max |F|, eV/Å: 5.6

ORCA input file:
```
! RIJCOSX wB97M-V def2-TZVPD def2/J DEFGRID3
* xyz 0 1
N 1.69695 -1.93191 1.84395
H -4.79350 -0.80964 -1.21570
H 0.98913 -2.24192 1.09141
H 1.82632 -2.74592 2.43208
H -3.59520 -1.93450 -0.50818
C -2.95518 -1.00756 -2.29395
H 2.32180 1.69165 1.75114
H 2.73972 2.46118 0.22056
H 3.26132 0.13167 0.29886
S 1.18965 -0.26448 -0.96179
C -3.76405 -1.30177 -1.29699
H 0.35800 2.49966 -0.49207
C 2.27822 0.45850 -0.01723
H -0.01812 1.00006 0.52878
C 1.96629 1.73510 0.57123
H -2.02040 -1.37890 -2.40862
C 0.54278 2.01893 0.44463
H -3.30216 -0.23776 -3.07515
H 0.12852 2.76868 1.12440
H 1.14991 -0.91106 1.96264
*
```

Atomic partial charges in e from the natural (NBO) method, atoms 1 to 6:
1 N -1.14
2 H 0.19
3 H 0.36
4 H 0.39
5 H 0.19
6 C -0.37

=====

# C4H33N3O11

12 unconnected molecules or ions with the total composition C4H33N3O11 in a non-equilibrium geometry (wB97M-V/def2-TZVPD, the Open Molecules 2025 dataset).

E_HOMO, eV: -8.850
Relative energy (zero: lowest compared OMol25 entry of this formula, charge and spin), kcal per mole: 18.0
SMILES string: N/C=N\CCCN.O.O.O.O.O.O.O.O.O.O.O
Gap between HOMO and LUMO, eV: 9.07
Max |F|, eV/Å: 3.0

ORCA input file:
```
! RIJCOSX wB97M-V def2-TZVPD def2/J DEFGRID3
* xyz 0 1
H -1.84144 1.07048 0.43037
H 0.55670 1.00779 1.51038
H 4.51847 -2.12671 -1.28594
H 0.48600 -0.02088 -0.67767
H -3.91616 -1.58674 0.87331
C -0.88696 1.45555 0.01206
H 2.14376 -2.56314 -1.24039
O -3.78457 1.88659 1.36198
H -0.46707 1.96544 1.98366
O -1.83332 0.87032 3.12934
H 2.15581 2.59179 -1.36658
H 0.71051 -3.48861 0.09853
N -2.21764 -2.66613 0.52294
O 3.10634 2.50363 -1.36180
H 3.51819 3.33535 -1.13060
H -3.62995 1.40502 0.53150
H 1.36719 -1.60372 2.14726
H 1.01870 -3.00970 -2.14376
H -1.24723 -3.01445 -1.91422
O 1.19399 -1.04326 1.40378
C -0.45502 0.43486 -1.00248
C -1.50970 -0.65265 -1.33011
H -0.42765 4.84293 0.06357
H 1.57481 3.13278 0.75278
O 1.96719 3.99567 0.91854
H 4.08330 1.00228 -0.36319
H -0.76840 -2.74771 -3.42221
H -1.94041 -0.46328 -2.35257
C -3.02291 -1.59402 0.27111
H -3.93552 2.81233 1.17086
O 4.09610 0.08053 -0.09454
H -1.33672 0.14690 2.74910
H 0.90796 -1.53946 0.62250
H -2.57094 1.02114 2.52225
H -1.06808 -1.61353 -1.33596
O 3.65704 -1.90078 -1.60298
H -2.35138 -3.33156 1.22785
O 0.90738 -3.77600 0.99919
H -1.38753 -2.74557 -0.04383
H -0.30274 1.05379 -1.92158
N -2.69410 -0.59513 -0.47598
O -0.78474 -3.36541 -2.67938
H -1.33611 4.39783 -0.94545
O 1.13757 -2.50151 -1.31872
H -1.19955 2.44384 -0.37288
H 2.19714 4.01274 1.84240
H 3.35920 -1.00917 -1.45925
O -1.37810 4.77984 -0.06542
N 0.03929 1.77678 1.10507
H 3.22994 -0.13879 0.31653
H 1.19785 -4.68954 0.95050
*
```

Atomic partial charges in e from the natural (NBO) method, atoms 1 to 6:
1 H 0.19
2 H 0.38
3 H 0.50
4 H 0.22
5 H 0.18
6 C -0.24

=====

# C3H13O3S

4 unconnected molecules or ions with the total composition C3H13O3S (wB97M-V/def2-TZVPD, the Open Molecules 2025 dataset).

E_HOMO, eV: -3.152
Relative energy (zero: lowest compared OMol25 entry of this formula, charge and spin), kcal per mole: 15.6
Gap between HOMO and LUMO, eV: 6.63
Max |F|, eV/Å: 0.7

ORCA input file:
```
! RIJCOSX wB97M-V def2-TZVPD def2/J DEFGRID3
* xyz -1 1
H -2.35174 -1.16920 0.45480
H 0.03505 -3.42545 0.90054
O -3.64895 0.04912 -1.46260
H -3.38811 0.54566 -0.67073
C 0.61173 -2.53651 0.63049
C -0.24871 -1.49654 -0.08613
O 4.13100 3.64592 0.22941
H 1.03510 -2.06650 1.52617
H 0.05373 2.79949 -0.12103
H 0.43115 -0.67783 -0.30647
H 3.33621 3.45042 -0.29070
H -1.31440 -1.46901 1.75933
S -1.25951 0.87643 1.10436
H 4.52603 2.77179 0.31054
H 1.45147 -2.84453 0.01071
H 0.59435 1.91761 -1.20680
O 0.72857 2.78966 -0.82381
H -2.80666 -0.33382 -1.73099
H -0.56597 -1.90547 -1.04602
C -1.35034 -0.92123 0.81890
*
```

Atomic partial charges in e from the natural (NBO) method, atoms 1 to 6:
1 H 0.19
2 H 0.19
3 O -0.97
4 H 0.50
5 C -0.60
6 C -0.42

=====

# C3H7FNO2P

A single C3H7FNO2P molecule in a non-equilibrium geometry (wB97M-V/def2-TZVPD, the Open Molecules 2025 dataset).

E_HOMO, eV: -9.358
Relative energy (zero: lowest compared OMol25 entry of this formula, charge and spin), kcal per mole: 9.4
SMILES string: NC[C@@H](F)COP=O
Gap between HOMO and LUMO, eV: 8.96
Max |F|, eV/Å: 4.5

ORCA input file:
```
! RIJCOSX wB97M-V def2-TZVPD def2/J DEFGRID3
* xyz 0 1
H -0.07716 -1.60455 1.84611
C -0.00388 -0.64830 1.33418
P -1.63007 1.40140 -2.35708
F -0.41917 -1.92426 -0.65263
O -1.08756 0.83016 -0.92354
C 0.35813 -0.93728 -0.12339
H 0.58384 0.08679 -1.99525
C 0.26698 0.33761 -0.98504
H 0.82536 1.23381 1.82526
H 0.96239 1.08589 -0.54413
O -2.04789 1.34278 -3.79018
H 1.36799 -1.29397 -0.11836
N 0.96382 0.23347 2.03846
H -1.01074 -0.21450 1.41798
H 0.94795 0.07096 3.02762
*
```

Atomic partial charges in e from the natural (NBO) method, atoms 1 to 6:
1 H 0.21
2 C -0.26
3 P 1.54
4 F -0.35
5 O -0.86
6 C 0.19

=====

# C23H26Cl2MgN3O2Si2

A molecular structure, C23H26Cl2MgN3O2Si2 in a non-equilibrium geometry (wB97M-V/def2-TZVPD, the Open Molecules 2025 dataset).

E_HOMO, eV: -2.572
Relative energy (zero: lowest compared OMol25 entry of this formula, charge and spin), kcal per mole: 29.2
Gap between HOMO and LUMO, eV: 4.80
Max |F|, eV/Å: 1.5

ORCA input file:
```
! RIJCOSX wB97M-V def2-TZVPD def2/J DEFGRID3
* xyz -1 1
C -1.39988 -2.28874 0.66690
H 0.09062 -2.77794 -3.43270
C 3.21092 0.60796 0.77060
H 0.77022 2.77646 4.56240
C 4.38382 -0.11904 -1.30680
H -1.40218 2.84396 -3.36880
C -1.36738 -2.28394 -0.73010
C 0.50112 2.26146 2.51690
O 2.69442 1.87096 3.29710
H 1.47792 -2.43834 -2.42120
H -0.61428 4.47256 -3.34350
O 4.14112 0.20346 1.46130
H -2.95278 -0.01584 2.55370
Si -0.68868 -0.85394 1.73440
H 3.47872 0.48306 -4.49560
H 5.37762 -0.48044 -3.17990
H 5.16452 -0.49914 -0.66310
C 2.32142 0.87996 -2.74220
H -2.01378 -3.37174 2.40960
H -2.43848 -1.37254 3.53730
H -3.10558 -5.15914 -1.30000
C -2.61428 -4.38534 0.63850
C -2.00928 -3.35114 1.32760
N -0.32858 2.12956 1.46110
Cl -2.59458 4.41676 -2.10930
C -1.98688 -3.32874 -1.41030
H -3.05428 3.58306 2.77130
C 0.64742 -1.97824 -2.95190
H -1.99028 -3.33624 -2.49280
H -1.73168 0.21286 3.78800
H -1.57558 3.67196 4.79420
C 0.69722 -1.67254 2.78780
H -3.08228 -5.20244 1.17560
C -1.21638 3.25546 3.86330
N 2.09072 1.25916 1.13570
C -1.82128 -0.26974 -2.96300
H 1.42072 -2.16354 2.14080
C 0.06942 2.77026 3.73900
H -2.57288 0.29616 -2.41710
C -2.61558 -4.36554 -0.74530
H -2.20288 2.51366 0.71990
Mg 0.50292 0.68856 0.03420
H 0.33172 -2.41354 3.49850
C 3.43592 0.43576 -3.41770
H 1.46122 1.26116 -3.28080
N 2.19992 0.87236 -1.42050
H -1.40258 0.38486 -3.72730
C -1.56448 2.61846 1.59040
C -2.04768 3.19646 2.73720
H 1.23632 -0.91524 3.35000
C 4.49542 -0.10834 -2.67790
Cl -0.03448 3.13996 -1.44240
C -1.11648 3.70146 -2.76160
C 1.89312 1.76376 2.37000
H 1.07432 -1.35964 -3.73760
Si -0.44488 -0.91974 -1.74020
H -2.33118 -1.08274 -3.47700
C -2.08968 -0.47694 3.02860
C 3.24262 0.41866 -0.70520
*
```

Atomic partial charges in e from the natural (NBO) method, atoms 1 to 6:
1 C -0.41
2 H 0.21
3 C 0.62
4 H 0.24
5 C -0.21
6 H 0.24

=====

# C4H5NO2S

A single C4H5NO2S molecule in a non-equilibrium geometry (wB97M-V/def2-TZVPD, the Open Molecules 2025 dataset).

E_HOMO, eV: -9.935
Relative energy (zero: lowest compared OMol25 entry of this formula, charge and spin), kcal per mole: 63.2
SMILES string: O=CSC(=O)[C@@H]1CN1
Gap between HOMO and LUMO, eV: 10.13
Max |F|, eV/Å: 1.9

ORCA input file:
```
! RIJCOSX wB97M-V def2-TZVPD def2/J DEFGRID3
* xyz 0 1
C 1.24440 -0.72897 -0.49387
C -2.24190 -0.50542 -0.06065
O 0.16451 2.48309 -0.78637
H 1.82323 1.08279 0.67626
C 0.96759 0.52994 0.25964
H 2.29573 -1.01628 -0.66903
S -1.80962 1.15624 0.41551
H -3.20471 -0.73470 0.42354
N 0.65299 -0.71287 0.87286
H 0.53947 -1.04238 -1.26108
O -1.69467 -1.19653 -0.85765
H 1.34655 -0.83210 1.58742
C -0.08358 1.51719 -0.10657
*
```

Atomic partial charges in e from the natural (NBO) method, atoms 1 to 6:
1 C -0.24
2 C 0.29
3 O -0.49
4 H 0.22
5 C -0.21
6 H 0.21

=====

# C41H34CrO8P2S

A molecular structure, C41H34CrO8P2S in a non-equilibrium geometry (wB97M-V/def2-TZVPD, the Open Molecules 2025 dataset).

E_HOMO (spin up / spin down), eV: -8.403 / -8.403
Gap between HOMO and LUMO (spin up / spin down), eV: 5.74 / 5.76
Max |F|, eV/Å: 3.6

ORCA input file:
```
! RIJCOSX wB97M-V def2-TZVPD def2/J DEFGRID3
* xyz 0 1
C -0.93181 -3.04720 3.54707
C 0.78079 -4.92910 0.12977
C 5.51649 1.62250 -1.38323
H -3.84881 -0.74490 1.87417
H -1.66611 -3.18360 -1.77683
H 0.93179 4.42870 1.81357
C 0.39559 -3.58820 0.19827
H -2.91161 -3.10270 -3.02243
H -6.84311 -2.22490 -0.76223
C -3.47251 -2.19630 -1.17993
H -3.36601 2.04330 -2.37173
C -2.34861 2.10190 -2.01483
C 2.95759 1.39740 -2.44823
H 3.18539 6.78930 -1.88813
O 0.49019 -2.45660 -2.83123
H 1.79839 -5.17460 -0.13703
O -0.67431 -0.36020 -3.27043
H 4.56859 2.56780 0.29337
C 3.28809 -0.10690 1.43317
C -4.10801 -1.22090 0.94207
P 1.79979 2.39670 -0.02993
C -1.55221 3.19180 -2.29893
H -1.86981 1.00690 1.35287
H -2.46341 0.18210 -1.14713
H 3.86979 0.41130 -4.08403
O 2.97969 -0.31240 0.23457
H -0.07231 -3.31890 2.93897
P -1.34161 -1.51590 0.53647
H 6.50989 1.72810 -0.97253
C -0.92251 -3.28240 0.52407
C 2.57929 4.89620 -1.10233
O 1.11919 -0.51030 -1.76353
C 1.42279 4.95370 1.00477
H 2.24309 -2.60200 0.55127
C -0.26921 3.26130 -1.79203
C -4.82421 -2.40420 -1.43953
H -5.10971 -2.85240 -2.37893
C -1.51391 0.50500 4.66357
C 1.94479 4.22750 -0.05963
H -1.78431 -3.63610 3.21717
S 0.59109 -1.05640 -3.18033
C 1.54179 6.33240 1.03097
C -0.54341 1.10250 -0.80703
H 0.16849 -6.96330 0.32357
C -1.23041 -1.58290 3.45327
O 1.88369 0.24980 3.49557
C 3.14269 1.96830 -1.19553
O 1.55479 -0.73450 -4.18183
C -1.26731 -0.85190 4.63787
C 1.37679 -2.53650 -0.10953
H -1.93451 2.24650 3.47437
C -1.85161 -4.29710 0.75887
Cr 0.86419 -0.43410 -0.18813
C 2.18159 6.99140 -0.00623
C -5.44341 -1.43730 0.65527
C 2.69369 6.27380 -1.07523
H 1.97469 1.33060 -2.90023
C -1.45161 -5.61650 0.69497
O 0.95309 -0.20380 1.49957
C -1.45921 -0.89420 2.25897
C -1.74491 1.18350 3.47737
C 1.93059 0.01300 2.32617
C -2.45511 -2.56310 -2.19683
H 1.14469 6.89640 1.86307
H -1.07111 -1.36390 5.56737
H -1.49631 1.03450 5.60287
H 2.28689 8.06570 0.02007
C -0.13651 -5.92970 0.37837
C -1.82441 1.03630 -1.29063
H 6.16719 0.53910 -3.10723
C -1.71691 0.48270 2.29057
H 1.70959 -2.66190 -1.14163
H 0.34369 4.12840 -1.98343
C 4.04969 0.88990 -3.13503
C 4.43279 2.10500 -0.67833
H -1.93081 4.00660 -2.89613
H -2.87781 -4.04620 0.98657
O 4.35059 0.00670 1.98367
H -0.71301 -3.31290 4.57807
H -6.19991 -1.13020 1.35987
C -5.80401 -2.04340 -0.53483
C 0.24269 2.22250 -1.01493
C 5.32259 0.97600 -2.59523
H -1.95451 -1.67830 -2.60433
C -3.11181 -1.61200 0.04687
H 2.98719 4.33190 -1.92973
H -2.16281 -6.40390 0.88757
*
```

Atomic partial charges in e from the Löwdin method, atoms 1 to 6:
1 C -0.02
2 C -0.01
3 C -0.07
4 H 0.10
5 H 0.07
6 H 0.10

=====

Look up the max |F| of the second one.
5.6 eV/Å

=====

Which value of max |F| does entry 4 give?
0.7 eV/Å

=====

Please write out number 2 again, unchanged.
# C5H13NS

3 unconnected molecules or ions with the total composition C5H13NS in a non-equilibrium geometry (wB97M-V/def2-TZVPD, the Open Molecules 2025 dataset).

E_HOMO, eV: -8.473
Relative energy (zero: lowest compared OMol25 entry of this formula, charge and spin), kcal per mole: 91.7
SMILES string: CCC=S.C=C.N
Gap between HOMO and LUMO, eV: 8.44
Max |F|, eV/Å: 5.6

ORCA input file:
```
! RIJCOSX wB97M-V def2-TZVPD def2/J DEFGRID3
* xyz 0 1
N 1.69695 -1.93191 1.84395
H -4.79350 -0.80964 -1.21570
H 0.98913 -2.24192 1.09141
H 1.82632 -2.74592 2.43208
H -3.59520 -1.93450 -0.50818
C -2.95518 -1.00756 -2.29395
H 2.32180 1.69165 1.75114
H 2.73972 2.46118 0.22056
H 3.26132 0.13167 0.29886
S 1.18965 -0.26448 -0.96179
C -3.76405 -1.30177 -1.29699
H 0.35800 2.49966 -0.49207
C 2.27822 0.45850 -0.01723
H -0.01812 1.00006 0.52878
C 1.96629 1.73510 0.57123
H -2.02040 -1.37890 -2.40862
C 0.54278 2.01893 0.44463
H -3.30216 -0.23776 -3.07515
H 0.12852 2.76868 1.12440
H 1.14991 -0.91106 1.96264
*
```

Atomic partial charges in e from the natural (NBO) method, atoms 1 to 6:
1 N -1.14
2 H 0.19
3 H 0.36
4 H 0.39
5 H 0.19
6 C -0.37